# 1
{
  "formula": "C35H40F5InNO6PS3Te",
  "method": "ωB97M-V/def2-TZVPD",
  "species": ["In", "O", "S", "C", "C", "C", "C", "S", "O", "C", "C", "C", "C", "C", "C", "C", "C", "C", "C", "C", "C", "H", "H", "H", "H", "H", "H", "H", "H", "H", "H", "H", "H", "H", "H", "H", "H", "H", "H", "O", "C", "O", "C", "P", "C", "C", "C", "C", "C", "C", "C", "C", "C", "C", "C", "C", "H", "H", "H", "H", "H", "H", "H", "H", "H", "H", "H", "H", "C", "C", "O", "C", "C", "H", "H", "H", "H", "H", "H", "H", "H", "H", "H", "S", "C", "N", "F", "Te", "F", "F", "F", "F", "O"],
  "xyz": [[0.98, 0.67, 0.36], [-0.73, -0.58, -0.26], [-1.51, -0.34, -1.55], [-0.67, -1.32, -2.83], [-0.74, -2.84, -2.74], [-0.05, -3.44, -1.51], [1.48, -3.46, -1.63], [2.32, -2.91, -0.12], [1.84, -1.49, 0.03], [1.46, -3.93, 1.06], [0.46, -3.40, 1.85], [-0.17, -4.23, 2.77], [0.21, -5.56, 2.88], [1.22, -6.07, 2.08], [1.86, -5.25, 1.17], [-2.98, -1.30, -1.32], [-3.11, -2.16, -0.24], [-4.29, -2.88, -0.10], [-5.31, -2.74, -1.02], [-5.17, -1.86, -2.09], [-4.01, -1.13, -2.24], [0.35, -0.92, -2.81], [-1.13, -0.96, -3.76], [-0.31, -3.24, -3.66], [-1.79, -3.14, -2.74], [-0.41, -4.46, -1.35], [-0.34, -2.86, -0.63], [1.85, -2.74, -2.36], [1.88, -4.44, -1.89], [0.20, -2.35, 1.77], [-0.93, -3.82, 3.42], [-0.28, -6.20, 3.61], [1.52, -7.11, 2.18], [2.68, -5.63, 0.57], [-2.31, -2.24, 0.49], [-4.40, -3.56, 0.74], [-6.23, -3.30, -0.91], [-5.98, -1.74, -2.80], [-3.89, -0.42, -3.05], [-0.90, 2.77, -2.71], [-0.23, 2.62, -1.70], [0.60, 1.63, -1.52], [-0.33, 3.63, -0.55], [-0.61, 2.67, 0.98], [-2.33, 2.12, 0.95], [-2.77, 1.34, 2.02], [-4.07, 0.87, 2.04], [-4.94, 1.17, 1.00], [-4.50, 1.93, -0.07], [-3.20, 2.41, -0.10], [-0.40, 3.71, 2.43], [-1.44, 4.46, 2.96], [-1.22, 5.24, 4.09], [0.04, 5.25, 4.69], [1.07, 4.49, 4.16], [0.86, 3.72, 3.04], [-1.07, 4.40, -0.76], [0.65, 4.09, -0.41], [-2.09, 1.09, 2.83], [-4.41, 0.27, 2.88], [-5.96, 0.80, 1.02], [-5.17, 2.16, -0.89], [-2.86, 3.00, -0.95], [-2.42, 4.44, 2.50], [-2.02, 5.82, 4.51], [0.20, 5.85, 5.58], [2.04, 4.48, 4.64], [1.66, 3.09, 2.65], [3.66, 3.56, -1.60], [3.23, 2.88, -2.88], [3.28, 1.48, -2.69], [2.81, 0.78, -3.82], [3.03, -0.70, -3.56], [3.69, 4.64, -1.74], [4.64, 3.21, -1.28], [2.96, 3.33, -0.79], [3.90, 3.17, -3.70], [2.21, 3.18, -3.16], [3.35, 1.10, -4.72], [1.75, 1.00, -3.97], [4.09, -0.94, -3.53], [2.55, -1.30, -4.33], [2.61, -0.96, -2.58], [0.95, 0.32, 5.17], [0.80, 0.21, 3.58], [0.63, 0.11, 2.42], [3.67, -1.10, 2.05], [4.49, 0.12, 0.90], [4.46, -0.79, -0.73], [5.66, 1.32, 0.08], [4.89, 1.06, 2.45], [5.98, -0.95, 1.21], [3.01, 1.10, 0.52]],
  "mulliken_charge": [3.74, -0.61, 0.51, 0.32, -1.49, 0.64, -0.68, -0.23, -0.83, 0.57, 0.26, -0.98, -0.51, -0.67, -0.81, 0.60, -0.13, -0.96, -0.51, -0.83, -0.70, -0.65, 0.83, 0.61, 0.34, 0.58, -0.77, 0.10, 0.60, 0.23, 0.52, 0.40, 0.40, 0.47, 0.36, 0.46, 0.40, 0.43, 0.53, -0.71, 0.56, -0.23, -1.36, 1.38, 0.33, -0.55, -0.80, -0.48, -0.63, -0.45, 0.46, -0.40, -0.71, -0.48, -0.77, -0.57, 0.54, 0.41, 0.39, 0.44, 0.42, 0.45, 0.29, 0.46, 0.41, 0.39, 0.42, 0.57, -0.68, -0.46, -0.24, -0.32, -0.48, 0.41, 0.27, -0.22, 0.49, 0.27, 0.44, 0.11, 0.45, 0.42, -0.58, -0.44, 0.86, -1.52, -0.48, 2.22, -0.47, -0.44, -0.42, -0.36, -1.23],
  "orbital_gap_ev": 7.9,
  "e_above_lowest_kj_mol": 61.55,
  "total_energy_ha": -4357.3827,
  "max_force_ev_per_a": 0.9
}

# 2
{
  "formula": "C35H40N2O4",
  "method": "ωB97M-V/def2-TZVPD",
  "species": ["C", "C", "O", "C", "O", "C", "C", "O", "C", "C", "C", "C", "C", "C", "C", "C", "C", "N", "C", "C", "C", "C", "C", "C", "C", "C", "C", "O", "N", "C", "C", "C", "C", "C", "C", "C", "C", "C", "C", "C", "C", "H", "H", "H", "H", "H", "H", "H", "H", "H", "H", "H", "H", "H", "H", "H", "H", "H", "H", "H", "H", "H", "H", "H", "H", "H", "H", "H", "H", "H", "H", "H", "H", "H", "H", "H", "H", "H", "H", "H", "H"],
  "xyz": [[1.71, 3.45, 3.72], [0.89, 3.53, 2.46], [0.08, 2.32, 2.47], [-0.72, 2.14, 1.40], [-0.75, 2.89, 0.45], [-1.56, 0.87, 1.55], [-2.79, 1.39, 2.31], [-3.26, 2.50, 2.10], [-3.38, 0.50, 3.37], [-2.57, -0.20, 4.27], [-3.16, -1.06, 5.21], [-4.54, -1.25, 5.22], [-5.35, -0.50, 4.36], [-4.78, 0.42, 3.48], [-1.76, 0.11, 0.36], [-0.45, 0.07, -0.42], [0.69, -0.30, 0.22], [1.74, -0.92, -0.39], [3.09, -0.76, 0.15], [3.41, 0.71, 0.44], [3.41, 1.55, -0.81], [4.55, 1.57, -1.63], [4.55, 2.28, -2.83], [3.42, 3.00, -3.21], [2.30, 3.03, -2.38], [2.30, 2.33, -1.17], [3.94, -1.34, -0.97], [5.15, -1.52, -0.94], [3.11, -1.59, -2.04], [3.69, -1.80, -3.34], [1.69, -1.50, -1.74], [0.93, -2.89, -1.87], [1.57, -3.87, -0.88], [1.06, -3.41, -3.29], [-0.55, -2.75, -1.57], [-3.04, 0.30, -0.50], [-4.31, 0.02, 0.03], [-5.40, -0.22, -0.83], [-5.21, -0.18, -2.21], [-3.97, 0.20, -2.74], [-2.92, 0.51, -1.88], [2.40, 4.29, 3.78], [1.07, 3.47, 4.61], [2.29, 2.53, 3.76], [0.22, 4.39, 2.47], [1.52, 3.55, 1.57], [-1.00, 0.22, 2.26], [-1.49, -0.04, 4.25], [-2.52, -1.59, 5.92], [-4.99, -1.97, 5.89], [-6.44, -0.62, 4.36], [-5.39, 1.07, 2.84], [-1.89, -0.93, 0.71], [-0.46, 0.14, -1.51], [0.83, -0.14, 1.30], [3.21, -1.39, 1.04], [2.70, 1.10, 1.18], [4.42, 0.71, 0.89], [5.43, 1.00, -1.32], [5.44, 2.25, -3.46], [3.41, 3.54, -4.16], [1.41, 3.60, -2.65], [1.43, 2.38, -0.50], [4.47, -1.05, -3.53], [4.16, -2.80, -3.39], [2.92, -1.71, -4.11], [1.21, -0.79, -2.44], [1.44, -3.52, 0.15], [1.07, -4.85, -0.96], [2.63, -4.01, -1.08], [0.71, -2.66, -4.01], [2.08, -3.70, -3.55], [0.43, -4.30, -3.42], [-1.03, -2.02, -2.24], [-1.05, -3.72, -1.74], [-0.74, -2.46, -0.53], [-4.48, 0.01, 1.10], [-6.38, -0.43, -0.40], [-6.06, -0.38, -2.88], [-3.82, 0.26, -3.82], [-1.99, 0.92, -2.29]],
  "mulliken_charge": [-1.36, 0.07, -0.14, -0.67, -0.64, 2.51, -0.40, -0.59, 0.25, -0.35, -0.68, -0.46, -0.65, -0.47, 1.17, -0.65, -1.05, 0.69, 0.17, -1.16, 0.22, -0.53, -0.67, -0.58, -1.19, 0.36, -0.29, -0.72, 0.92, -1.32, -1.49, 2.31, -1.82, -1.89, -1.93, -0.46, -0.19, -0.82, -0.49, -0.91, -0.08, 0.42, 0.34, 0.29, 0.41, 0.07, 0.44, 0.49, 0.39, 0.37, 0.39, 0.49, 0.29, -0.36, 0.70, 0.51, 0.07, 0.73, 0.44, 0.42, 0.39, 0.49, 0.79, 0.31, 0.36, 0.45, 0.78, 0.26, 0.46, 0.35, 0.35, 0.41, 0.44, 0.36, 0.60, 0.21, 0.23, 0.42, 0.36, 0.40, 0.61],
  "orbital_gap_ev": 7.9,
  "e_above_lowest_kj_mol": 0.00,
  "total_energy_ha": -1768.1599,
  "smiles": "CCOC(=O)[C@@H](C(=O)c1ccccc1)[C@H](/C=C/N1[C@H](Cc2ccccc2)C(=O)N(C)[C@H]1C(C)(C)C)c1ccccc1",
  "max_force_ev_per_a": 4.8
}

# 3
{
  "formula": "C35H40N3O",
  "method": "ωB97M-V/def2-TZVPD",
  "species": ["C", "N", "C", "O", "C", "C", "C", "C", "C", "C", "C", "C", "N", "C", "C", "C", "C", "C", "C", "C", "C", "C", "C", "C", "C", "H", "H", "H", "H", "H", "H", "H", "H", "H", "H", "H", "H", "H", "H", "H", "H", "H", "H", "H", "H", "H", "H", "H", "H", "H", "C", "C", "C", "N", "C", "C", "C", "C", "C", "C", "C", "C", "C", "C", "H", "H", "H", "H", "H", "H", "H", "H", "H", "H", "H", "H", "H", "H", "H"],
  "xyz": [[1.90, 2.78, 3.30], [1.63, 1.36, 3.11], [2.63, 0.46, 2.80], [3.80, 0.71, 2.64], [1.97, -0.91, 2.71], [2.53, -1.88, 3.75], [4.00, -2.16, 3.59], [4.90, -1.82, 4.59], [6.26, -2.02, 4.42], [6.74, -2.57, 3.25], [5.85, -2.94, 2.26], [4.49, -2.74, 2.43], [0.50, -0.69, 2.88], [-0.45, -1.66, 2.80], [-1.80, -1.41, 2.98], [-2.83, -2.33, 2.97], [-4.20, -1.99, 3.18], [-5.19, -2.99, 3.14], [-6.52, -2.68, 3.33], [-6.91, -1.37, 3.56], [-5.96, -0.37, 3.61], [-4.62, -0.66, 3.43], [0.26, 0.78, 3.15], [-0.32, 0.98, 4.55], [-0.56, 1.41, 2.03], [2.97, 2.96, 3.23], [1.39, 3.36, 2.54], [1.55, 3.09, 4.28], [2.13, -1.30, 1.70], [2.35, -1.46, 4.74], [1.98, -2.83, 3.71], [4.53, -1.38, 5.50], [6.95, -1.73, 5.20], [7.80, -2.71, 3.11], [6.22, -3.36, 1.34], [3.80, -3.03, 1.65], [-0.13, -2.66, 2.58], [-2.07, -0.39, 3.16], [-2.60, -3.37, 2.81], [-4.89, -4.01, 2.96], [-7.26, -3.46, 3.29], [-7.95, -1.14, 3.70], [-6.26, 0.65, 3.80], [-3.90, 0.13, 3.48], [0.37, 0.58, 5.29], [-0.47, 2.04, 4.76], [-1.27, 0.48, 4.69], [-0.03, 1.29, 1.08], [-1.54, 0.95, 1.90], [-0.71, 2.47, 2.19], [-2.23, 3.10, -3.58], [-3.29, 1.98, -3.78], [-4.09, 1.92, -2.47], [-3.80, 3.16, -1.72], [-4.28, 3.36, -0.41], [-4.97, 2.44, 0.31], [-5.13, 2.92, 1.73], [-4.48, 4.27, 1.74], [-4.01, 4.54, 0.45], [-3.45, 5.78, 0.17], [-3.31, 6.70, 1.20], [-3.74, 6.41, 2.48], [-4.34, 5.19, 2.76], [-2.47, 3.66, -2.17], [-1.21, 2.72, -3.70], [-2.35, 3.89, -4.33], [-3.94, 2.21, -4.62], [-2.82, 1.02, -4.01], [-5.17, 1.83, -2.63], [-3.78, 1.07, -1.85], [-5.28, 1.49, -0.07], [-6.18, 2.99, 2.01], [-4.62, 2.25, 2.43], [-3.17, 6.04, -0.83], [-2.87, 7.66, 0.99], [-3.61, 7.13, 3.27], [-4.70, 4.96, 3.74], [-1.72, 3.30, -1.45], [-2.44, 4.75, -2.14]],
  "mulliken_charge": [-0.95, 0.23, 0.31, -0.66, 0.00, -0.69, 0.46, -0.31, -0.67, -0.41, -0.77, -0.23, 0.58, 0.12, 0.90, -0.87, 0.98, -0.51, -0.72, -0.40, -0.59, -0.19, 0.34, -1.59, -1.85, 0.38, 0.32, 0.30, 0.36, 0.37, 0.40, 0.34, 0.39, 0.39, 0.39, 0.38, 0.51, -0.99, 0.44, 0.40, 0.40, 0.42, 0.46, 0.29, 0.37, 0.47, 0.39, 0.42, 0.45, 0.49, -0.64, -0.54, -0.84, -0.03, 0.94, -1.17, 0.09, -0.01, 0.03, -0.28, -0.86, -0.52, -0.61, -0.16, 0.31, 0.28, 0.25, 0.30, 0.40, 0.32, 0.52, 0.37, -0.23, 0.50, 0.42, 0.42, 0.48, 0.10, 0.13],
  "orbital_gap_ev": 4.6,
  "e_above_lowest_kj_mol": 0.00,
  "total_energy_ha": -1596.9636,
  "charge": 1,
  "max_force_ev_per_a": 3.4
}